DFT (ωB97M-V/def2-TZVPD) results for 11 unconnected molecules or ions with the total composition C43H104N18O11 at a distorted geometry.

CARTESIAN COORDINATES (ANGSTROEM)
N -3.72 0.30 6.27
H -3.84 -3.88 -3.71
H -0.57 1.71 6.93
C 2.38 -5.96 -0.72
H -5.54 4.17 1.95
O -6.15 -1.32 -2.24
H 1.95 -4.19 -3.20
O 6.20 0.88 3.34
O 1.88 0.69 1.97
C 3.24 -6.14 0.60
O -2.36 -0.69 7.87
H -3.22 1.17 6.19
H 4.32 -2.45 6.24
H 1.54 -0.73 5.49
H 4.10 -6.76 0.32
H 8.78 0.58 2.61
H -4.21 3.28 2.73
H 1.72 3.80 5.49
H 2.73 -8.72 -4.66
H 9.06 5.49 3.58
C 7.86 3.99 4.90
C 8.07 4.01 2.36
O 2.28 -3.09 7.28
H -6.09 -2.20 -6.51
H 0.22 -7.72 -2.94
H -6.32 1.89 -0.34
C -0.86 8.12 -6.34
H -0.45 10.10 -4.43
N -5.73 -1.00 -3.54
H -5.16 -0.90 -7.28
H 9.67 1.59 1.60
C -4.55 -1.85 -3.99
N 6.74 2.19 3.35
C -7.56 0.76 -4.06
C -3.27 -0.66 7.08
H -3.63 6.54 -3.94
N -4.50 -3.68 1.91
H 3.66 -1.13 5.30
H 1.00 2.63 7.11
H 1.17 9.29 -4.61
H -5.64 0.66 -5.70
H 0.59 -7.19 -4.47
H -6.74 3.39 0.43
C 0.14 9.21 -4.24
H 5.43 1.00 2.79
C -5.47 -3.73 2.76
C -0.55 7.95 -4.82
H 3.55 -4.05 -3.40
C -5.15 2.35 1.22
O 1.83 -8.29 -0.88
N 0.77 4.03 5.25
H 6.04 2.50 1.01
H 7.50 2.71 0.08
C 8.02 1.48 5.56
H -5.67 -5.55 2.25
H 7.53 0.50 5.50
H 0.96 -8.23 -1.27
C 0.67 0.69 1.72
H -2.40 -1.75 -3.58
H 8.52 4.13 5.76
H 2.66 -6.05 -4.72
H -3.41 -2.57 7.29
H -7.59 -2.47 -5.25
H 0.66 4.50 4.36
C -5.53 -1.28 -6.33
C -6.90 -0.58 -4.43
C -4.79 -3.36 -3.66
H -0.76 3.67 -5.73
C 7.13 2.58 4.79
H -4.34 -4.52 1.37
H 9.64 1.87 3.32
O -1.09 2.86 4.85
H 0.11 -1.17 2.02
H -6.98 1.68 -3.98
H 3.65 -8.83 -3.07
H 5.85 3.20 6.47
H 0.28 -6.13 -0.09
H -1.19 0.06 1.97
C 3.04 -6.17 -3.70
N 0.13 1.67 0.98
H -4.06 -0.13 5.42
H -5.53 -0.79 -1.72
H 7.80 1.80 6.58
C -2.62 6.55 -4.34
N 2.41 -7.23 -1.48
C 2.70 -8.69 -3.57
O -0.37 -6.45 5.28
H -2.19 -7.99 4.50
H 0.43 9.08 -3.19
H -1.05 5.07 -6.51
H -2.78 8.45 -4.60
H 9.83 3.98 3.65
C 8.83 4.42 3.64
H 0.57 -1.85 6.37
H -4.00 -2.56 -5.87
C -0.06 3.05 5.53
H -2.46 -4.86 3.66
H 4.10 -6.36 -3.83
C -6.36 -0.15 -5.81
H 8.56 4.29 1.43
N -3.83 -1.76 6.86
H 0.50 -4.81 -1.19
H 5.38 3.53 4.72
C -1.39 -6.25 4.71
H 0.73 4.94 -2.57
N -5.01 3.33 2.11
C 3.19 -4.90 -1.50
H -7.18 0.09 -6.49
H -1.17 7.21 -6.85
C 5.77 2.82 5.45
C -0.33 4.67 -5.79
H 1.57 4.50 -4.08
O -5.69 -2.71 3.46
H 5.17 1.92 5.59
H -2.76 6.28 -5.38
C -1.70 5.39 -3.77
C -3.29 -1.24 -3.21
H 0.28 3.55 -3.41
H -5.54 -3.65 -4.40
H -5.11 -3.64 -2.66
C 2.29 -7.32 -2.97
H 2.18 -9.58 -3.22
H -3.11 -6.87 3.65
N -6.09 -4.77 2.74
H 3.73 -5.28 1.06
H 7.12 4.75 5.10
H -3.40 -0.95 -5.68
H 2.75 -6.59 1.46
H -2.09 4.42 -4.06
C 0.97 -5.33 -0.35
O 1.42 6.70 -5.19
C 9.01 1.63 2.47
H 4.24 -4.75 -1.26
H -1.00 -4.36 4.51
H -0.05 8.50 -6.96
N -2.30 -7.02 4.23
H -1.61 8.89 -6.52
N -1.71 -5.05 4.32
H -6.78 -4.89 3.47
H -8.13 -2.16 -3.57
C -1.97 7.88 -4.16
N -0.23 -0.22 1.97
C -7.88 -1.71 -4.53
H 1.05 -4.63 0.47
N -6.20 2.53 0.43
H -8.39 0.88 -4.76
H 7.10 4.50 2.28
H 0.74 2.37 0.58
H -8.07 0.63 -3.11
H -8.78 -1.31 -4.98
H 0.52 -6.08 -2.96
C 2.46 -2.25 6.48
C 0.59 4.58 -3.59
C 0.87 -6.99 -3.43
C 7.09 2.21 0.96
N 3.54 -1.87 5.97
H -0.86 1.67 0.79
H 9.11 1.54 5.51
N 1.46 -1.64 5.93
N 0.16 2.33 6.63
H 0.65 4.57 -6.24
H -3.33 -1.20 -2.13
H -3.21 -0.19 -3.51
H -1.94 8.17 -3.11
H 7.00 1.22 0.52
H -1.70 5.29 -2.68
C -0.34 5.42 -4.40
C 2.85 -4.77 -2.99
H -4.51 -1.85 6.12
H -4.17 -2.73 1.77
C 7.76 2.48 2.30
O -4.43 1.37 1.15
C -4.27 -1.58 -5.48
H 2.00 6.75 -4.43
N 0.17 6.70 -4.57
H 2.99 -3.86 -1.23

Properties
energy: -3513.783341 Ha
LUMO level: -0.3 eV
energy relative to the best compared isomer or geometry (same formula, charge and spin): 234.43 kcal per mole
largest force on an atom: 10.15 eV/A
SMILES: CC1(C)CCCC(C)(C)N1O.CC1(C)CCCC(C)(C)N1O.CC1(C)CCCC(C)(C)N1O.CC1(C)CCCC(C)(C)N1O.NC(N)=O.NC(N)=O.NC(N)=O.NC(N)=O.NC(N)=O.NC(N)=O.NC(N)=O

Atomic partial charges in e from the Löwdin method, atoms 1 to 99: atom 1 (N): 0.174, atom 2 (H): 0.076, atom 3 (H): 0.109, atom 4 (C): -0.435, atom 5 (H): 0.104, atom 6 (O): -0.030, atom 7 (H): 0.101, atom 8 (O): -0.021, atom 9 (O): 0.002, atom 10 (C): -0.038, atom 11 (O): 0.029, atom 12 (H): 0.096, atom 13 (H): 0.132, atom 14 (H): 0.100, atom 15 (H): 0.081, atom 16 (H): 0.086, atom 17 (H): 0.117, atom 18 (H): 0.102, atom 19 (H): 0.088, atom 20 (H): 0.095, atom 21 (C): -0.091, atom 22 (C): -0.140, atom 23 (O): 0.088, atom 24 (H): 0.102, atom 25 (H): 0.068, atom 26 (H): 0.108, atom 27 (C): -0.032, atom 28 (H): 0.090, atom 29 (N): -0.105, atom 30 (H): 0.111, atom 31 (H): 0.086, atom 32 (C): -0.443, atom 33 (N): -0.121, atom 34 (C): -0.053, atom 35 (C): -0.821, atom 36 (H): 0.110, atom 37 (N): 0.164, atom 38 (H): 0.122, atom 39 (H): 0.108, atom 40 (H): 0.071, atom 41 (H): 0.127, atom 42 (H): 0.096, atom 43 (H): 0.105, atom 44 (C): -0.031, atom 45 (H): 0.097, atom 46 (C): -0.847, atom 47 (C): -0.454, atom 48 (H): 0.102, atom 49 (C): -0.745, atom 50 (O): 0.011, atom 51 (N): 0.160, atom 52 (H): 0.083, atom 53 (H): 0.081, atom 54 (C): -0.019, atom 55 (H): 0.128, atom 56 (H): 0.072, atom 57 (H): 0.076, atom 58 (C): -0.746, atom 59 (H): 0.076, atom 60 (H): 0.102, atom 61 (H): 0.107, atom 62 (H): 0.135, atom 63 (H): 0.071, atom 64 (H): 0.117, atom 65 (C): -0.200, atom 66 (C): -0.491, atom 67 (C): -0.024, atom 68 (H): 0.076, atom 69 (C): -0.433, atom 70 (H): 0.110, atom 71 (H): 0.061, atom 72 (O): -0.033, atom 73 (H): 0.117, atom 74 (H): 0.085, atom 75 (H): 0.087, atom 76 (H): 0.082, atom 77 (H): 0.069, atom 78 (H): 0.109, atom 79 (C): -0.126, atom 80 (N): 0.148, atom 81 (H): 0.101, atom 82 (H): 0.087, atom 83 (H): 0.064, atom 84 (C): -0.173, atom 85 (N): -0.138, atom 86 (C): -0.026, atom 87 (O): 0.088, atom 88 (H): 0.120, atom 89 (H): 0.080, atom 90 (H): 0.064, atom 91 (H): 0.115, atom 92 (H): 0.089, atom 93 (C): -0.136, atom 94 (H): 0.113, atom 95 (H): 0.109, atom 96 (C): -0.732, atom 97 (H): 0.083, atom 98 (H): 0.114, atom 99 (C): -0.162